Density functional theory data (the ωB97M-V functional and the def2-TZVPD basis) for a molecular structure, C16H32GeInO12Se.

Each line ends with the Löwdin spin population.
Positions of all 63 atoms, in Å:
In -0.48211 -1.30765 1.07829  0.0017
O -4.24679 -0.04836 1.02383  -0.0004
C -3.21971 -0.08132 0.26452  0.0000
O -2.51731 -1.08285 0.08171  0.0013
C -2.88973 1.23651 -0.38783  0.0119
O -1.80425 1.03649 -1.26618  0.2211
C -1.00895 2.09874 -1.46953  0.5601
C 0.69851 1.90674 0.39512  0.0352
O 1.27002 2.86430 0.10678  0.0569
O 0.24973 0.98252 0.95717  0.0311
H -4.16732 -0.85114 1.73149  0.0000
H -2.62197 1.93534 0.41063  0.0034
H -3.75913 1.62473 -0.92299  0.0036
H -1.38249 3.09299 -1.25134  0.0388
H -0.23952 1.93139 -2.20681  0.0328
C 3.31649 -0.71576 -3.19576  0.0000
C 3.28897 0.20622 -1.97570  0.0000
C 2.94858 1.61854 -2.43255  -0.0001
C 4.64953 0.20746 -1.28177  0.0000
O 2.26542 -0.20419 -1.05777  0.0014
Ge 2.26207 -1.95266 -0.46419  0.0001
O 0.30989 -2.07595 -0.72208  -0.0001
C -0.33642 -2.92679 -1.71880  0.0000
C -1.28826 -3.87062 -0.99902  0.0000
C 0.72531 -3.73784 -2.45372  0.0000
C -1.06252 -2.02634 -2.70682  -0.0001
O 1.58308 -1.54695 1.32864  0.0005
C 2.38083 -1.48387 2.54281  0.0000
C 3.45468 -0.42380 2.34755  0.0002
C 2.99329 -2.85786 2.77766  0.0000
C 1.45224 -1.11256 3.68680  0.0001
H 4.02328 -0.34663 -3.94107  0.0000
H 2.32528 -0.75743 -3.65243  0.0000
H 3.61939 -1.72971 -2.92402  0.0000
H 3.72016 1.99685 -3.10590  0.0000
H 2.87370 2.29144 -1.58060  0.0002
H 2.00041 1.62387 -2.97285  -0.0003
H 5.42952 0.56555 -1.95610  0.0000
H 4.92266 -0.80029 -0.95861  0.0000
H 4.62174 0.85880 -0.40670  0.0000
H -0.74288 -4.48018 -0.27605  0.0000
H -1.76441 -4.53823 -1.71884  0.0000
H -2.07365 -3.32830 -0.47369  0.0000
H 1.26628 -4.39946 -1.77623  0.0000
H 1.44150 -3.08906 -2.96231  0.0000
H 0.23682 -4.35192 -3.21132  0.0000
H -1.84390 -1.45775 -2.21071  -0.0002
H -1.51190 -2.63056 -3.49711  0.0000
H -0.35636 -1.32888 -3.16168  0.0000
H 4.11689 -0.68919 1.52083  0.0000
H 4.06034 -0.33026 3.24986  0.0000
H 3.00127 0.54411 2.12832  0.0002
H 3.66293 -3.13333 1.96136  0.0000
H 2.20753 -3.61048 2.85436  0.0000
H 3.56560 -2.85945 3.70641  0.0000
H 0.96749 -0.15093 3.50605  0.0001
H 2.01610 -1.03328 4.61681  0.0000
H 0.68395 -1.87526 3.83418  0.0000
O -1.47937 -2.81012 2.24067  0.0000
Se -2.35908 -1.73043 3.19103  0.0001
O -3.92969 -1.70508 2.73601  0.0000
O -1.61335 -0.32550 2.59540  0.0002
O -2.13249 -1.94978 4.75027  0.0000

Kohn-Sham gap (spin up / spin down) = 8.70 / 8.21 eV
DFT total energy = -6200.23712 Eh
2S+1 = 2
Strongest force on any atom = 0.83 eV Å⁻¹
Energy above the lowest of the compared OMol25 structures with the same formula, charge and spin = 0.000 eV
Molar mass = 682.808 g mol⁻¹
LUMO energy (spin up / spin down) = 0.00812 / -0.02301 Eh